A cluster of 15 separate species, C60H125N7O31 in total at a distorted geometry. Source: the OMol25 dataset; level of theory: ωB97M-V/def2-TZVPD.

Last columns: bonded neighbours and bond lengths (Å).
Geometry (Å):
1 C 5.229 -3.670 -0.433  C2 1.532, H8 1.093, H9 1.092, H10 1.095
2 C 6.450 -4.408 0.126  C1 1.532, C3 1.495, O7 1.476, H11 1.109
3 C 7.785 -3.777 -0.106  C2 1.495, O4 1.478, H12 1.099, H13 1.096
4 O 7.856 -2.912 1.090  C3 1.478, C5 1.282
5 C 7.147 -3.361 2.059  O4 1.282, O6 1.191, O7 1.351
6 O 7.071 -2.945 3.172  C5 1.191
7 O 6.437 -4.415 1.601  C2 1.476, C5 1.351
8 H 5.349 -2.595 -0.276  C1 1.093
9 H 4.341 -4.108 0.027  C1 1.092
10 H 5.215 -3.719 -1.527  C1 1.095
11 H 6.593 -5.468 -0.169  C2 1.109
12 H 8.014 -3.196 -1.011  C3 1.099
13 H 8.548 -4.555 0.011  C3 1.096
14 C -5.368 8.941 -2.572  C15 1.514, H21 1.100, H22 1.075, H23 1.134
15 C -5.502 7.712 -1.697  C14 1.514, C16 1.515, O20 1.439, H24 1.075
16 C -6.561 6.723 -2.138  C15 1.515, O17 1.388, H25 1.128, H26 1.135
17 O -5.929 5.526 -2.447  C16 1.388, C18 1.391
18 C -4.593 5.664 -2.085  O17 1.391, O19 1.187, O20 1.320
19 O -3.774 4.816 -2.215  C18 1.187
20 O -4.335 6.874 -1.624  C15 1.439, C18 1.320
21 H -4.391 9.417 -2.402  C14 1.100
22 H -6.207 9.594 -2.417  C14 1.075
23 H -5.268 8.694 -3.674  C14 1.134
24 H -5.606 7.954 -0.655  C15 1.075
25 H -7.122 7.159 -3.014  C16 1.128
26 H -7.241 6.605 -1.237  C16 1.135
27 C -1.843 4.904 0.588  C28 1.468, H34 1.116, H35 1.090, H36 1.042
28 C -1.498 5.861 1.645  C27 1.468, C29 1.528, O33 1.478, H37 1.093
29 C -2.717 6.556 2.250  C28 1.528, O30 1.417, H38 1.107, H39 1.105
30 O -2.551 6.569 3.657  C29 1.417, C31 1.368
31 C -1.515 5.730 3.962  O30 1.368, O32 1.187, O33 1.362
32 O -1.205 5.424 5.067  C31 1.187
33 O -0.922 5.222 2.847  C28 1.478, C31 1.362
34 H -2.617 4.174 0.928  C27 1.116
35 H -0.906 4.403 0.342  C27 1.090
36 H -2.175 5.499 -0.199  C27 1.042
37 H -0.739 6.608 1.397  C28 1.093
38 H -3.573 5.871 2.099  C29 1.107
39 H -2.914 7.537 1.782  C29 1.105
40 C -1.952 -4.272 2.435  C41 1.477, H47 1.084, H48 1.055, H49 1.087
41 C -1.214 -5.313 3.180  C40 1.477, C42 1.483, O46 1.420, H50 1.062
42 C -1.512 -6.751 2.970  C41 1.483, O43 1.421, H51 1.075, H52 1.118
43 O -0.252 -7.381 3.158  C42 1.421, C44 1.318
44 C 0.697 -6.494 2.937  O43 1.318, O45 1.171, O46 1.321
45 O 1.837 -6.763 2.932  C44 1.171
46 O 0.185 -5.276 2.941  C41 1.420, C44 1.321
47 H -1.832 -4.279 1.358  C40 1.084
48 H -1.960 -3.257 2.725  C40 1.055
49 H -2.964 -4.644 2.574  C40 1.087
50 H -1.380 -5.122 4.212  C41 1.062
51 H -1.847 -7.036 1.989  C42 1.075
52 H -2.224 -7.149 3.735  C42 1.118
53 C -8.022 1.714 1.850  C54 1.506, H60 1.085, H61 1.120, H62 1.117
54 C -7.025 2.749 2.303  C53 1.506, C55 1.502, O59 1.428, H63 1.076
55 C -5.611 2.257 2.419  C54 1.502, O56 1.401, H64 1.097, H65 1.062
56 O -4.886 3.237 1.729  C55 1.401, C57 1.326
57 C -5.664 4.083 1.068  O56 1.326, O58 1.168, O59 1.308
58 O -5.316 5.006 0.442  C57 1.168
59 O -6.911 3.808 1.351  C54 1.428, C57 1.308
60 H -8.111 0.991 2.654  C53 1.085
61 H -7.788 1.302 0.835  C53 1.120
62 H -9.017 2.220 1.820  C53 1.117
63 H -7.366 3.210 3.213  C54 1.076
64 H -5.445 1.370 1.795  C55 1.097
65 H -5.270 2.213 3.424  C55 1.062
66 C 3.688 0.630 -4.570  C67 1.524, H73 1.077, H74 1.048, H75 1.112
67 C 2.177 0.438 -4.512  C66 1.524, C68 1.504, O72 1.520, H76 1.076
68 C 1.489 -0.254 -5.656  C67 1.504, O69 1.403, H77 1.116, H78 1.075
69 O 0.476 -1.050 -5.102  C68 1.403, C70 1.325
70 C 0.687 -1.152 -3.798  O69 1.325, O71 1.186, O72 1.348
71 O -0.024 -1.786 -3.090  C70 1.186
72 O 1.812 -0.527 -3.396  C67 1.520, C70 1.348
73 H 3.980 1.071 -3.631  C66 1.077
74 H 3.737 1.377 -5.303  C66 1.048
75 H 4.274 -0.270 -4.858  C66 1.112
76 H 1.696 1.364 -4.249  C67 1.076
77 H 2.285 -0.812 -6.205  C68 1.116
78 H 1.045 0.422 -6.363  C68 1.075
79 C 4.166 -3.280 4.682  C80 1.523, H86 1.089, H87 1.115, H88 1.089
80 C 3.615 -1.862 4.736  C79 1.523, C81 1.487, O85 1.439, H89 1.114
81 C 4.643 -0.788 4.786  C80 1.487, O82 1.413, H90 1.076, H91 1.131
82 O 3.993 0.413 4.424  C81 1.413, C83 1.387
83 C 3.077 -0.049 3.490  O82 1.387, O84 1.197, O85 1.360
84 O 2.517 0.668 2.712  C83 1.197
85 O 2.850 -1.384 3.614  C80 1.439, C83 1.360
86 H 4.675 -3.495 5.621  C79 1.089
87 H 4.958 -3.368 3.902  C79 1.115
88 H 3.299 -3.921 4.532  C79 1.089
89 H 2.979 -1.780 5.647  C80 1.114
90 H 5.473 -1.011 4.138  C81 1.076
91 H 5.061 -0.680 5.830  C81 1.131
92 C 0.845 -5.622 -5.452  C93 1.488, H99 1.092, H100 1.059, H101 1.092
93 C 1.136 -4.514 -4.503  C92 1.488, C94 1.455, O98 1.466, H102 1.122
94 C 1.743 -4.930 -3.248  C93 1.455, O95 1.398, H103 1.124, H104 1.125
95 O 2.944 -4.220 -3.165  C94 1.398, C96 1.289
96 C 3.099 -3.408 -4.155  O95 1.289, O97 1.175, O98 1.347
97 O 3.979 -2.641 -4.285  C96 1.175
98 O 2.102 -3.556 -5.049  C93 1.466, C96 1.347
99 H 0.163 -6.195 -4.820  C92 1.092
100 H 1.701 -6.192 -5.704  C92 1.059
101 H 0.401 -5.274 -6.387  C92 1.092
102 H 0.205 -3.932 -4.279  C93 1.122
103 H 1.956 -6.024 -3.098  C94 1.124
104 H 1.154 -4.571 -2.359  C94 1.125
105 C -3.800 1.543 -6.038  C106 1.512, H111 1.078, H112 1.082, H113 1.089
106 C -2.577 0.897 -5.428  C105 1.512, C107 1.566, N110 1.480, H114 1.067
107 C -2.072 1.802 -4.254  C106 1.566, O108 1.421, H115 1.059, H116 1.081
108 O -0.950 1.208 -3.615  C107 1.421, C109 1.440
109 C -0.562 1.973 -2.458  O108 1.440, H117 1.079, H118 1.087, H119 1.118
110 N -2.905 -0.455 -4.923  C106 1.480, H120 1.031, H121 1.021
111 H -4.575 1.752 -5.318  C105 1.078
112 H -4.181 0.961 -6.866  C105 1.082
113 H -3.551 2.486 -6.524  C105 1.089
114 H -1.894 0.788 -6.240  C106 1.067
115 H -2.846 1.907 -3.540  C107 1.059
116 H -1.842 2.766 -4.684  C107 1.081
117 H 0.412 1.626 -2.151  C109 1.079
118 H -1.279 1.836 -1.652  C109 1.087
119 H -0.447 3.073 -2.621  C109 1.118
120 H -1.997 -0.897 -4.716  N110 1.031
121 H -3.489 -1.011 -5.550  N110 1.021
122 C -5.153 -1.018 -0.325  C123 1.517, H128 1.090, H129 1.088, H130 1.118
123 C -4.567 -0.229 -1.481  C122 1.517, C124 1.530, N127 1.423, H131 1.081
124 C -4.362 1.233 -1.081  C123 1.530, O125 1.408, H132 1.078, H133 1.155
125 O -5.531 1.874 -0.627  C124 1.408, C126 1.368
126 C -6.379 2.263 -1.627  O125 1.368, H134 1.121, H135 1.080, H136 1.072
127 N -3.375 -0.871 -1.919  C123 1.423, H137 1.036, H138 1.016
128 H -6.189 -0.727 -0.149  C122 1.090
129 H -4.510 -0.792 0.523  C122 1.088
130 H -5.075 -2.081 -0.661  C122 1.118
131 H -5.361 -0.248 -2.214  C123 1.081
132 H -3.895 1.831 -1.847  C124 1.078
133 H -3.653 1.198 -0.168  C124 1.155
134 H -6.753 1.427 -2.274  C126 1.121
135 H -5.883 3.010 -2.229  C126 1.080
136 H -7.223 2.696 -1.127  C126 1.072
137 H -3.072 -0.529 -2.849  N127 1.036
138 H -2.666 -0.482 -1.304  N127 1.016
139 C 1.632 -2.504 0.234  C140 1.518, H145 1.083, H146 1.160, H147 1.078
140 C 0.255 -1.915 0.482  C139 1.518, C141 1.538, N144 1.457, H148 1.082
141 C 0.240 -0.378 0.454  C140 1.538, O142 1.453, H149 1.079, H150 1.068
142 O -1.100 0.031 0.842  C141 1.453, C143 1.394
143 C -1.010 1.382 1.175  O142 1.394, H151 1.100, H152 1.055, H153 1.136
144 N -0.697 -2.489 -0.460  C140 1.457, H154 1.020, H155 1.018
145 H 2.379 -2.029 0.858  C139 1.083
146 H 1.833 -2.479 -0.908  C139 1.160
147 H 1.619 -3.554 0.476  C139 1.078
148 H -0.019 -2.077 1.516  C140 1.082
149 H 0.449 -0.102 -0.568  C141 1.079
150 H 0.932 -0.090 1.216  C141 1.068
151 H -0.296 1.551 1.994  C143 1.100
152 H -1.983 1.660 1.473  C143 1.055
153 H -0.721 2.037 0.292  C143 1.136
154 H -0.465 -2.150 -1.394  N144 1.020
155 H -1.625 -2.077 -0.397  N144 1.018
156 C -2.103 -0.481 4.062  C157 1.540, H162 1.085, H163 1.116, H164 1.106
157 C -0.918 -0.305 5.030  C156 1.540, C158 1.584, N161 1.415, H165 1.099
158 C -0.383 -1.763 5.343  C157 1.584, O159 1.387, H166 1.106, H167 1.159
159 O 0.582 -1.781 6.340  C158 1.387, C160 1.420
160 C 0.073 -2.454 7.482  O159 1.420, H168 1.074, H169 1.109, H170 1.105
161 N -0.016 0.688 4.580  C157 1.415, H171 0.999, H172 1.004
162 H -2.854 -1.111 4.527  C156 1.085
163 H -1.888 -0.801 3.015  C156 1.116
164 H -2.540 0.522 3.905  C156 1.106
165 H -1.247 0.048 6.018  C157 1.099
166 H 0.048 -2.127 4.393  C158 1.106
167 H -1.235 -2.507 5.595  C158 1.159
168 H 0.781 -2.401 8.288  C160 1.074
169 H -0.076 -3.532 7.269  C160 1.109
170 H -0.854 -1.957 7.825  C160 1.105
171 H 0.721 0.477 3.939  N161 0.999
172 H 0.346 1.282 5.304  N161 1.004
173 C -3.571 -6.440 -1.918  C174 1.553, H179 1.057, H180 1.100, H181 1.124
174 C -2.483 -5.404 -1.527  C173 1.553, C175 1.527, N178 1.472, H182 1.096
175 C -1.106 -5.979 -1.201  C174 1.527, O176 1.421, H183 1.067, H184 1.081
176 O -1.166 -7.184 -0.450  C175 1.421, C177 1.388
177 C 0.095 -7.676 -0.143  O176 1.388, H185 1.076, H186 1.089, H187 1.170
178 N -2.205 -4.555 -2.697  C174 1.472, H188 1.034, H189 0.991
179 H -4.470 -5.963 -2.203  C173 1.057
180 H -3.643 -6.991 -0.969  C173 1.100
181 H -3.133 -7.138 -2.682  C173 1.124
182 H -2.890 -4.893 -0.647  C174 1.096
183 H -0.507 -5.308 -0.626  C175 1.067
184 H -0.691 -6.161 -2.182  C175 1.081
185 H 0.694 -6.872 0.249  C177 1.076
186 H 0.586 -8.135 -1.000  C177 1.089
187 H -0.067 -8.384 0.774  C177 1.170
188 H -1.452 -3.873 -2.504  N178 1.034
189 H -2.982 -3.987 -2.936  N178 0.991
190 C 8.578 3.149 -2.288  C191 1.607, H196 1.140, H197 1.104, H198 1.081
191 C 7.234 3.174 -1.408  C190 1.607, C192 1.505, N195 1.466, H199 1.137
192 C 6.853 1.780 -0.985  C191 1.505, O193 1.411, H200 1.103, H201 1.139
193 O 6.385 1.049 -2.097  C192 1.411, C194 1.405
194 C 5.960 -0.253 -1.785  O193 1.405, H202 1.126, H203 1.102, H204 1.131
195 N 7.496 3.893 -0.158  C191 1.466, H205 1.005, H206 1.000
196 H 8.311 2.373 -3.078  C190 1.140
197 H 9.441 2.838 -1.673  C190 1.104
198 H 8.713 4.138 -2.702  C190 1.081
199 H 6.363 3.567 -2.023  C191 1.137
200 H 6.077 1.873 -0.207  C192 1.103
201 H 7.704 1.197 -0.501  C192 1.139
202 H 5.485 -0.860 -2.606  C194 1.126
203 H 5.198 -0.295 -0.991  C194 1.102
204 H 6.879 -0.778 -1.384  C194 1.131
205 H 6.609 4.055 0.287  N195 1.005
206 H 7.930 4.759 -0.408  N195 1.000
207 C 2.368 3.491 0.229  C208 1.536, H213 1.115, H214 1.083, H215 1.090
208 C 3.245 4.200 1.271  C207 1.536, C209 1.509, N212 1.444, H216 1.129
209 C 2.766 4.164 2.702  C208 1.509, O210 1.398, H217 1.116, H218 1.118
210 O 3.515 5.151 3.349  C209 1.398, C211 1.466
211 C 2.924 5.442 4.658  O210 1.466, H219 1.093, H220 1.076, H221 1.087
212 N 4.596 3.690 1.236  C208 1.444, H222 0.994, H223 1.066
213 H 3.014 3.507 -0.679  C207 1.115
214 H 1.531 4.139 -0.001  C207 1.083
215 H 2.075 2.502 0.584  C207 1.090
216 H 3.351 5.299 1.036  C208 1.129
217 H 2.962 3.166 3.159  C209 1.116
218 H 1.692 4.462 2.779  C209 1.118
219 H 3.582 6.147 5.173  C211 1.093
220 H 2.729 4.522 5.181  C211 1.076
221 H 2.007 6.022 4.598  C211 1.087
222 H 5.110 4.131 1.963  N212 0.994
223 H 4.484 2.661 1.489  N212 1.066

LUMO ... 0.50 eV
Net charge ... 0
Kohn-Sham gap ... 8.99 eV
HOMO ... -8.483 eV